Entry 1:
# C32H47NO18

A 6-piece molecular cluster, C32H47NO18 overall in a non-equilibrium geometry (the ωB97M-V functional and the def2-TZVPD basis, the OMol25 dataset).

Calculated values
* HOMO level: -9.11 eV
* HOMO-LUMO gap: 9.55 eV
* structure (SMILES): CCCCOC(=O)NCOc1ccccc1.C[C@@H]1COC(=O)O1.C[C@@H]1COC(=O)O1.C[C@@H]1COC(=O)O1.C[C@@H]1COC(=O)O1.C[C@@H]1COC(=O)O1

ORCA input file:
```
! wB97M-V def2-TZVPD RIJCOSX def2/J DEFGRID3
* xyz 0 1
O 2.4646 -3.9127 -1.8511
O 3.5308 3.5370 -0.5457
O 10.3507 -4.4757 1.4712
O 4.1053 -5.4631 -1.7547
O -0.9911 2.2703 -0.1502
O 3.5751 5.7585 -0.3710
O -1.5502 7.6665 4.4188
O -0.7739 6.0901 3.0461
O -6.5238 -3.0536 -4.3695
O 10.2169 -2.2365 1.7122
O -2.7489 3.0128 -1.3099
O -7.7880 -4.9042 -4.6137
O -4.4856 0.6689 1.5768
O 5.3793 4.6648 -1.1740
O 4.4818 -3.4056 -0.9875
O -8.5086 -3.2443 -3.3132
O 9.4031 -3.5676 3.3046
O 0.4211 7.9780 3.3698
N -3.0738 2.4100 0.8442
C 0.2990 -0.8266 -1.8876
C 4.2727 4.6587 -0.7422
C -2.2920 2.5673 -0.2909
C 9.3989 -2.2324 3.8303
C -6.1257 -1.6347 -1.5007
C -8.8913 -5.4342 -3.8503
C 6.8707 -3.4476 -0.4738
C -2.6282 4.5006 2.9404
C -5.3390 -1.3985 0.7783
C -1.8525 5.4874 3.7903
C -5.2085 0.4584 -0.7474
C 2.1950 5.3630 -0.2034
C -5.8959 -2.1683 -0.2367
C 9.4129 -1.4002 2.5705
C 5.5713 -4.2221 -0.5108
C -0.7854 0.0774 -1.2537
C -2.6094 6.7179 4.2255
C 0.7718 -1.9316 -0.9272
C 1.4733 6.2345 0.7996
C -3.1376 1.0444 1.3974
C 5.5147 -5.3613 -1.4995
C 3.5719 -4.2317 -1.5601
C 10.0007 -0.0116 2.7033
C -9.7013 -6.4252 -4.6585
C -5.0064 -0.0720 0.5196
C -0.5368 7.3121 3.5894
C -7.5066 -3.6728 -4.1229
C 2.3705 3.9234 0.2066
C 10.0254 -3.5217 2.0985
C -5.7635 -0.3173 -1.7626
C -9.6032 -4.1577 -3.4716
C -0.4326 1.5589 -1.2773
H 5.9033 -6.2979 -1.1077
H -10.5011 -5.9332 -5.2137
H 7.4118 -3.5229 -1.4175
H -5.1653 -1.8144 1.7585
H 1.5615 5.8392 1.8101
H 8.5215 -2.0677 4.4511
H -0.8793 -0.1926 -0.2037
H -0.1739 -1.3265 -2.7275
H -10.2477 -3.7829 -4.2697
H -10.1597 -7.1654 -4.0041
H 10.7049 0.0491 3.5341
H 1.5208 3.2952 -0.0451
H 0.6510 -1.6536 0.1223
H -0.6778 2.0409 -2.2193
H -4.0093 2.6820 0.5724
H -8.4697 -5.9224 -2.9676
H -3.2720 7.1004 3.4458
H -4.9375 1.4839 -0.9587
H 1.1185 -0.1988 -2.2290
H 1.8758 7.2455 0.8073
H -5.9039 0.1202 -2.7382
H -2.6477 0.3018 0.7729
H -10.1752 -4.2340 -2.5501
H 10.3004 -2.0992 4.4323
H 1.8233 -2.1356 -1.0838
H -3.1737 6.5803 5.1447
H 7.5228 -3.8351 0.3089
H 5.3049 -4.5627 0.4933
H -1.4066 4.9766 4.6483
H 6.0153 -5.1254 -2.4410
H -2.6698 1.0163 2.3798
H 2.5997 3.8156 1.2693
H -1.9897 4.0444 2.1970
H 0.6460 1.6365 -1.1613
H -3.0535 3.7150 3.5642
H 6.6867 -2.3908 -0.2842
H -9.0680 -6.9420 -5.3772
H 10.5331 0.2678 1.7960
H 9.2136 0.7194 2.8824
H -3.4523 4.9859 2.4151
H 8.4145 -1.3457 2.1278
H 0.4125 6.2848 0.5600
H 1.7171 5.4364 -1.1843
H 0.1732 -2.8207 -1.0886
H -6.5803 -2.2338 -2.2707
H -6.1578 -3.1988 -0.0412
H -1.7785 -0.0653 -1.6852
*
```

***

Entry 2:
# C32H48B2F4GeKN6O11S2Si3

C32H48B2F4GeKN6O11S2Si3 as an isolated structure (the ωB97M-V functional and the def2-TZVPD basis, the OMol25 dataset).

Calculated values
* HOMO level (alpha / beta): -3.06 / -3.06 eV
* HOMO-LUMO gap (alpha / beta): 6.73 / 6.19 eV

ORCA input file:
```
! wB97M-V def2-TZVPD RIJCOSX def2/J DEFGRID3
* xyz -2 2
Ge 2.3594 -0.5247 -2.4980
K -1.1027 0.6837 0.3059
S 2.4745 2.7045 4.2492
S 2.8245 0.4053 2.3783
Si 2.7399 1.8245 -2.3158
Si 4.1064 -1.9148 -1.6841
Si 1.5389 -1.1208 -4.6524
F -1.9163 -1.3192 -3.3765
F -3.1589 -3.1299 -4.0890
F 0.0060 -0.6255 4.0635
F 0.2530 -2.8910 4.0817
O -6.5501 0.1527 1.9807
O -3.7736 -0.3336 0.9030
O -3.1500 2.0385 -0.7392
O 0.6581 -1.6036 2.0853
O -3.6841 -2.2101 -2.0401
O -1.9829 2.0812 2.3271
O -7.3906 2.8757 1.2531
O -5.2853 4.0427 -0.4555
O -1.6074 -3.4651 -2.4261
O -4.1255 3.2195 2.7959
O -1.6169 -2.0327 3.0679
N -3.3761 -1.2998 -1.0899
N -1.1568 -3.0147 -1.2208
N 0.0075 2.9717 3.1170
N -2.1380 -1.3988 1.9855
N 0.6437 1.9278 2.4546
N 0.2726 -2.0123 0.8213
C -5.1498 -2.3315 0.3663
C -4.0923 -1.3933 -0.0680
C -6.3471 2.3669 0.9625
C 2.9882 -1.0178 -5.8677
C 0.9029 -2.8771 -4.6868
C -4.1388 1.9223 -0.0366
C 1.7888 1.7102 2.9447
C -5.8754 0.9612 1.3583
C -4.1479 5.1967 4.0888
C 0.6295 -4.3058 1.6396
C -5.2460 2.9800 0.0914
C -3.4746 6.1591 4.8163
C 0.2504 -3.2716 0.6223
C -1.2914 2.9555 2.9712
C 0.3689 -4.9253 -1.3757
C 4.0261 -2.1862 0.1687
C 5.7874 -1.1486 -2.0777
C 4.0564 1.8155 4.2861
C 4.3267 1.2727 2.8923
C -3.9601 -0.4607 3.4252
C 3.3493 2.3707 -0.6282
C -3.2105 -0.7950 2.2016
C -4.5786 0.8545 0.7975
C 1.1728 2.7765 -2.7157
C -1.3951 5.0551 4.3681
C -3.4449 4.1496 3.4901
C -0.2156 -3.7086 -0.7144
C -2.0914 6.0936 4.9630
C 0.2213 0.0823 -5.2227
C 4.0242 -3.5842 -2.5531
C -2.0469 4.0742 3.6257
C 4.0648 2.3438 -3.5624
B -2.5688 -2.4970 -2.9996
B -0.1484 -1.7873 3.3115
H 0.0620 -3.0179 -4.0069
H 4.5627 2.0834 2.1992
H -4.9265 -0.9611 3.4558
H -4.0328 6.9676 5.2751
H 5.8850 -0.1738 -1.5938
H 0.6748 0.9926 -5.6240
H 6.5964 -1.7898 -1.7143
H -1.5643 6.8463 5.5361
H 3.3976 -0.0057 -5.9061
H 5.1436 0.5488 2.8917
H -4.1254 0.6157 3.4829
H 0.5593 -3.1148 -5.6990
H 4.6152 -3.0635 0.4530
H 4.2745 1.8584 -0.3523
H 0.3312 -4.8068 -2.4561
H 0.9337 -5.2339 1.1567
H -3.3755 2.5874 2.4820
H 4.0074 0.9954 5.0034
H -6.0214 -1.7928 0.7376
H 3.7651 2.1197 -4.5884
H 4.8206 -4.2459 -2.2003
H -5.2226 5.2277 3.9602
H 1.6959 -3.5812 -4.4245
H 0.8220 2.5540 -3.7256
H 5.9202 -1.0016 -3.1516
H -5.4041 -2.9468 -0.4935
H 1.3998 -5.0874 -1.0585
H 4.1306 -3.4730 -3.6345
H 4.2470 3.4206 -3.4886
H 2.6172 2.1946 0.1600
H 1.3429 3.8541 -2.6437
H 3.0663 -4.0725 -2.3621
H 4.4400 -1.3186 0.6859
H -0.2074 -5.8214 -1.1282
H 3.7971 -1.6936 -5.5822
H 2.6613 -1.2896 -6.8766
H 3.5556 3.4446 -0.6835
H 4.8270 2.5218 4.6013
H -0.3200 4.9745 4.4616
H -3.3234 -0.7755 4.2497
H 5.0059 1.8246 -3.3685
H -0.4624 0.3441 -4.4156
H -4.7702 -2.9761 1.1632
H 1.4285 -3.9313 2.2772
H 3.0040 -2.3126 0.5271
H -0.2160 -4.5167 2.2967
H -0.3800 -0.3807 -6.0104
H 0.3584 2.5264 -2.0329
*
```

***

no.,M (g mol⁻¹)
1,733.717
2,1050.483